Below is a cluster of 2 separate species, C6H12NS in total in a non-equilibrium geometry, with properties calculated with wB97M-V/def2-TZVPD.

Values from the calculation:
Total charge: +1
Calculated total energy (eV): -18731.8115
HOMO-LUMO gap (hartree): 0.27736
Energy above the lowest of the compared OMol25 structures with the same formula, charge and spin (kJ/mol): 332.14

```
20
Properties=species:S:1:pos:R:3:forces:R:3:mulliken_charge:R:1
C -1.775299 -0.034978 1.086663 -0.1 -0.4 -0.7 -0.49
C -0.721755 -1.527779 -1.007307 1.7 -2.4 -2.0 -0.40
C -1.488447 1.315436 0.420874 -3.7 2.0 0.9 -0.69
C -1.897659 -0.964977 -0.197617 -1.1 0.2 2.7 -0.05
C -1.269440 -0.211450 -1.182195 0.6 1.8 -0.4 0.23
C 3.492779 -0.094252 -0.127668 1.0 0.9 -1.5 -0.79
N -0.941407 1.030215 -0.886322 -1.0 -2.4 -1.1 -0.05
S 1.874464 0.252417 0.463616 -1.1 0.5 0.6 -0.17
H -1.008046 -0.288128 1.802223 0.2 -0.6 0.2 0.30
H -2.762808 0.003168 1.567577 0.5 -0.2 0.0 0.34
H 0.258781 -1.512713 -0.501917 -0.3 -0.3 -0.8 0.02
H -0.963593 -2.434805 -1.739210 0.4 2.1 1.9 0.29
H -2.575041 1.767805 0.378228 2.2 -0.2 -0.6 0.31
H -0.902567 2.072806 0.931318 0.3 -0.3 0.1 0.37
H -2.699326 -1.681920 -0.223056 -0.5 0.3 -0.4 0.43
H 4.249686 0.026724 0.598250 0.6 0.0 1.2 0.33
H 3.841657 0.588957 -0.956414 -0.7 -1.1 0.5 0.27
H 3.463373 -1.152609 -0.367793 0.2 0.1 -0.5 0.28
H 2.012219 1.329819 1.269952 0.3 -0.3 -0.3 0.12
H -0.187573 1.516271 -1.329197 0.5 0.2 0.0 0.35
```
Positions in Å, forces in eV/Å.

=====

Below is a cluster of 2 separate species, C5H14 in total in a non-equilibrium geometry, with properties calculated with wB97M-V/def2-TZVPD.

Values from the calculation:
Structure (SMILES): CCC.CC
Calculated total energy (eV): -5411.3183
HOMO-LUMO gap (hartree): 0.44999
Energy above the lowest of the compared OMol25 structures with the same formula, charge and spin (kJ/mol): 70.56

```
19
Properties=species:S:1:pos:R:3:forces:R:3:mulliken_charge:R:1
C -1.487885 -0.439347 0.269471 -0.3 -0.7 -0.1 -1.04
C -0.899304 0.158656 1.554346 0.4 -0.7 0.4 -0.16
C -1.961919 0.918274 2.355117 0.7 -0.1 0.1 -1.29
H -2.585474 -0.435306 0.301637 0.2 0.7 -0.2 0.38
H -1.344291 -1.519825 0.087721 0.7 0.4 0.5 0.32
H -1.073313 0.055591 -0.592819 -0.4 0.3 -0.5 0.19
H -0.412804 -0.675802 2.054416 -0.3 0.0 0.8 0.29
H -0.037801 0.831497 1.417919 -0.4 0.0 -0.6 0.29
H -2.725399 0.286313 2.812329 -0.1 -0.1 -0.4 0.31
H -1.525191 1.477655 3.189428 0.0 0.1 -0.2 0.35
H -2.382269 1.605929 1.620989 -0.4 0.2 0.4 0.36
C 1.704704 -0.353929 -2.560650 0.3 0.9 1.5 -0.95
C 2.454434 -0.203980 -1.148886 -1.9 -0.4 -2.3 -0.41
H 0.867159 0.338644 -2.576553 -0.2 0.0 -0.4 0.27
H 2.394902 -0.109260 -3.345061 0.2 0.2 -0.5 0.35
H 1.360158 -1.374217 -2.718587 -0.1 0.0 0.2 0.28
H 3.011959 -1.126308 -1.226620 0.8 0.2 1.3 0.26
H 1.654200 -0.175758 -0.409289 0.4 -0.5 0.4 -0.08
H 2.988141 0.741179 -1.084899 0.4 -0.3 -0.1 0.28
```
Positions in Å, forces in eV/Å.

=====

Below is a structure of composition C31H39N2OReSi in a non-equilibrium geometry, with properties calculated with wB97M-V/def2-TZVPD.

Values from the calculation:
Spin multiplicity: 4
Total charge: +1
Calculated total energy (eV): -47806.0535
HOMO-LUMO gap (spin up / spin down) (hartree): 0.24935 / 0.21315
Energy above the lowest of the compared OMol25 structures with the same formula, charge and spin (kJ/mol): 0.00

```
75
Properties=species:S:1:pos:R:3:forces:R:3:mulliken_spin:R:1
C 2.693518 -0.360284 1.332887 0.7 0.6 -1.0 0.03
C 2.590461 -1.249734 0.199499 1.5 1.1 -0.2 -0.03
C 2.144456 -0.484322 -0.924337 1.3 0.2 -0.4 0.02
H 2.858473 -2.295716 0.222921 0.0 0.1 -0.1 -0.01
C 1.835623 0.848432 -0.472981 1.5 0.6 0.0 0.20
C 2.208429 0.930424 0.913856 1.6 0.7 -0.4 -0.04
H 1.421954 1.682638 -1.042917 0.2 -0.4 0.1 0.04
C -1.009053 -2.350402 1.834030 -0.7 -0.8 0.2 0.23
C 0.348256 -2.527840 1.342431 -0.2 -0.8 0.1 0.18
C 0.261416 -2.473450 -0.100719 -0.7 -1.2 -0.2 -0.09
H 1.220758 -2.884854 1.891657 -0.6 -0.3 -0.1 0.00
C -1.106462 -2.170326 -0.436617 1.3 -0.1 0.8 0.19
C -1.869275 -2.132756 0.748163 -0.3 -0.3 0.8 0.08
H 2.119060 -0.834302 -1.959313 -0.3 0.1 0.5 -0.01
H 2.173606 1.834620 1.500563 -0.1 -0.2 0.0 0.00
H 3.144933 -0.633390 2.263665 -0.2 0.0 0.4 -0.01
H -2.962348 -2.028850 0.759372 0.7 0.3 0.3 0.01
H 0.968321 -2.888641 -0.835110 -0.4 0.3 0.6 0.01
H -1.295131 -2.428795 2.891624 0.1 0.2 -0.7 0.02
Re 0.668952 -0.505658 0.703632 -3.4 -0.4 1.2 1.46
C -1.478930 -1.793492 -1.821091 -0.2 -0.2 -0.2 0.01
C -2.994913 -1.618352 -1.828449 0.0 0.0 -0.1 0.02
C -1.041651 -2.875424 -2.797839 -0.1 -0.8 -0.4 0.04
H -3.424722 -2.561468 -1.464848 -0.1 0.2 -0.3 0.00
H -3.380520 -1.397888 -2.823841 0.0 0.0 0.0 0.00
H -3.295585 -0.840625 -1.125623 -0.1 0.1 -0.2 -0.01
H -1.449283 -3.855973 -2.484245 0.2 0.4 -0.4 0.00
H 0.056605 -2.953323 -2.848421 -0.4 -0.1 0.1 0.00
H -1.383581 -2.628973 -3.819359 0.0 -0.2 0.4 0.00
C -0.604251 -0.565201 -2.145292 0.4 0.4 1.4 0.00
C -1.312933 0.726555 -2.147058 0.0 0.5 2.2 0.01
H 0.108984 -0.721257 -2.930420 -0.2 -0.1 -0.6 0.02
H 0.035255 -0.388176 -1.231654 -0.6 -0.3 -1.2 0.19
O -1.673232 1.137136 -1.022013 -0.1 -0.5 -3.9 0.01
N -1.391804 1.364931 -3.384565 -0.9 0.7 -0.1 0.01
C -0.199203 2.237068 -3.643545 -0.4 0.7 0.1 0.00
H -2.266287 1.923386 -3.422417 1.0 -0.1 0.1 0.00
C 1.110677 1.564342 -3.987164 0.4 0.0 -0.5 0.00
C 2.340087 2.191403 -3.713858 0.0 -0.4 0.4 0.00
H 2.352663 3.175913 -3.234303 0.0 -0.3 -0.1 0.00
C 3.549501 1.538432 -3.997094 0.0 0.0 -0.2 0.00
H 4.513084 2.001179 -3.733874 -0.6 -0.1 -0.2 0.00
C 3.543425 0.276072 -4.611282 -0.2 0.2 0.2 0.00
H 4.492295 -0.220255 -4.850922 -0.5 0.2 0.2 0.00
C 2.317754 -0.318142 -4.938543 0.1 0.4 -0.1 0.00
H 2.289123 -1.304873 -5.395369 0.0 0.2 -0.1 0.00
C 1.121074 0.361502 -4.686804 0.3 -0.3 0.3 0.00
H 0.160847 -0.063640 -4.968771 0.2 -0.1 0.0 0.00
H -0.039862 2.861972 -2.738515 -0.1 0.0 -0.6 0.00
H -0.503542 2.876451 -4.491042 0.2 -0.1 0.5 0.00
C 2.217270 1.412074 4.047022 0.2 -0.2 -0.1 0.01
Si 0.649110 0.371471 3.999603 -0.7 1.0 -0.3 0.01
C 0.996006 -1.380768 4.486850 0.2 -0.2 0.4 0.01
C -0.435392 1.219649 5.290786 -0.1 -0.2 0.1 0.00
N -0.122085 0.437310 2.361254 0.6 -0.5 0.9 0.34
C -1.420948 0.944704 2.263369 -0.9 0.6 -0.8 0.02
C -1.678005 1.925283 1.274594 0.1 -0.2 0.9 0.02
C -2.972952 2.376923 1.046831 -0.3 0.1 0.3 -0.01
C -4.020375 1.935735 1.857925 0.3 -0.1 0.1 0.04
C -3.765754 1.022351 2.891353 0.2 0.0 0.0 0.00
C -2.491351 0.502853 3.069054 0.3 0.2 -0.2 0.04
H 2.453863 1.668070 5.090548 -0.1 -0.1 -0.3 0.00
H 2.073681 2.354022 3.504571 0.0 -0.1 0.2 0.00
H 3.083525 0.890192 3.628819 0.0 0.3 0.1 0.00
H 1.504779 -1.331468 5.460279 0.0 -0.1 -0.1 0.00
H 0.085656 -1.971910 4.628337 0.1 0.1 0.0 0.00
H 1.654639 -1.909141 3.792632 -0.1 0.0 0.1 0.00
H -0.867166 2.165269 4.914554 0.2 -0.4 0.2 0.00
H -1.254114 0.569433 5.644256 0.3 0.4 -0.1 0.00
H 0.208410 1.459342 6.158718 -0.3 -0.1 -0.4 0.00
H -0.833364 2.322434 0.697787 -0.4 -0.2 0.3 -0.02
H -3.170244 3.062216 0.217073 0.1 -0.2 0.4 0.00
H -5.032847 2.295865 1.706076 0.1 0.0 0.0 0.00
H -4.553877 0.708625 3.574057 0.1 0.1 -0.3 0.00
H -2.275511 -0.226632 3.849591 -0.2 0.1 -0.2 0.00
```
Positions in Å, forces in eV/Å.

=====

Below is a structure of composition C24H35N2O10P3SV in a non-equilibrium geometry, with properties calculated with wB97M-V/def2-TZVPD.

Values from the calculation:
Total charge: +1
Calculated total energy (eV): -113276.9812
HOMO-LUMO gap (hartree): 0.08731

```
76
Properties=species:S:1:pos:R:3:forces:R:3:mulliken_charge:R:1
C -1.211075 -5.397514 -0.027184 -0.2 0.1 -0.2 -1.18
C -0.577575 -4.373656 -1.112194 -1.2 -1.9 -0.6 0.02
N 0.915751 -4.268659 -1.026963 0.4 2.2 0.3 -0.21
C 1.372353 -2.900049 -0.765208 0.1 2.0 -1.6 0.21
C 1.609600 -1.930920 -1.799360 -0.1 -1.1 1.8 0.41
C 1.403106 -2.231178 -3.352268 -0.4 1.1 0.8 -1.35
C -0.210036 -2.228078 -3.611713 0.1 -1.1 0.0 -0.24
C -0.645397 -1.335133 -4.872641 -1.6 -1.1 -0.3 -0.62
C -2.029395 -0.533735 -4.630555 0.6 3.1 0.9 0.39
O -1.930003 0.651592 -4.188555 -0.6 -4.1 -1.3 -0.55
O -3.279835 -1.110949 -4.934750 2.7 1.4 0.9 -0.37
C -4.385472 -0.305663 -4.445576 -2.5 0.0 1.1 -0.24
C -4.524878 -0.414922 -2.829426 0.5 0.2 -1.0 -0.83
C 2.072426 -0.434653 -1.403263 0.8 -0.7 -0.3 -0.21
O 2.958035 0.143967 -2.076950 -2.6 -1.2 2.1 -0.66
C 1.361671 0.149704 -0.099978 -1.3 0.2 2.4 0.34
C 1.123695 -0.908818 1.041571 -1.0 3.6 0.1 0.44
C 0.434300 -0.406174 2.325619 0.3 1.5 -3.0 -0.29
P 0.168066 -1.744555 3.670094 1.8 -0.1 1.9 0.18
N 1.416723 -1.841550 4.669872 -1.1 -0.5 -1.2 -0.67
C -0.024194 1.095776 2.501964 0.6 -0.8 -1.5 0.73
C -0.688790 1.490722 3.899183 0.2 0.8 -0.2 -0.83
C 0.155535 2.699742 4.605419 0.1 -1.1 0.9 -0.49
C -0.754015 3.618512 5.568700 -0.1 -0.7 0.9 -0.59
C -0.340097 3.313627 7.106632 1.2 1.8 1.7 0.30
O 0.356475 4.089428 7.784018 -2.3 -2.9 -2.4 -0.53
O -0.812273 2.098141 7.718946 0.1 1.9 -2.1 -0.47
C 0.167844 2.164343 1.356022 2.2 -4.3 -0.9 -0.12
P -0.392368 3.950545 1.454061 -1.0 2.5 0.6 1.08
O 0.928602 4.916550 1.999350 -2.2 -1.5 -2.1 -0.56
O -0.794662 4.633782 -0.088313 1.2 -2.5 1.5 -0.50
S -2.011714 4.243344 2.514581 1.1 -0.5 -0.6 -0.31
C 0.902576 1.628140 0.066754 0.1 -2.3 1.5 0.03
P 1.319435 2.746126 -1.425148 0.2 -0.8 0.3 0.62
C 3.152059 3.169610 -1.486243 0.9 1.0 0.4 -1.00
C 0.657884 2.033229 -3.034578 0.3 -0.2 -1.4 -0.66
C 1.578723 -2.429389 0.767880 0.7 -1.2 0.3 -0.25
O 2.086781 -3.182532 1.617570 -2.0 2.7 -2.6 -0.47
H -2.156661 -5.921067 -0.430325 1.4 1.1 0.4 0.37
H -1.539060 -4.800936 0.886945 0.6 -1.0 -0.9 0.23
H -0.484307 -6.254086 0.228473 -1.0 1.6 -0.3 0.30
H -0.804304 -4.844564 -2.142033 0.3 0.9 1.5 0.26
H -1.122701 -3.374273 -1.078238 0.9 -1.2 0.1 0.14
H 1.379350 -4.670066 -1.854275 -0.4 0.5 0.6 0.40
H 1.865628 -1.357676 -3.927522 -0.5 -1.3 0.8 0.46
H 1.907929 -3.190450 -3.696911 -0.7 1.2 0.6 0.39
H -0.760342 -1.951079 -2.638136 0.9 -0.2 -1.7 0.13
H -0.471313 -3.332213 -3.826698 0.1 1.9 0.4 0.27
H 0.198720 -0.607254 -5.105466 -1.5 -0.7 0.1 0.33
H -0.874491 -2.052795 -5.746377 0.8 1.2 1.2 0.44
H -5.349804 -0.791719 -4.855653 1.8 0.6 0.3 0.31
H -4.395250 0.768858 -4.821705 0.5 -1.5 0.5 0.26
H -5.586567 -0.153243 -2.499641 1.5 -0.5 -0.5 0.36
H -4.275041 -1.507829 -2.581925 -0.4 1.7 -0.1 0.20
H -3.797542 0.312941 -2.334919 -1.0 -1.2 -0.6 0.19
H -0.130232 -2.999107 3.034005 -0.3 1.0 -0.2 0.07
H -0.986203 -1.405520 4.475211 0.3 0.0 -1.3 0.16
H 1.802988 -2.801484 4.649287 0.0 0.8 0.0 0.27
H -0.701034 0.656989 4.673495 0.2 0.8 -1.4 0.05
H -1.797291 1.780102 3.743766 1.9 -0.2 0.0 0.33
H 0.896385 2.153543 5.306358 -0.9 0.9 -1.3 0.43
H 0.800820 3.279769 3.870216 -1.1 -0.6 1.0 0.38
H -0.616102 4.729486 5.351990 -0.2 -1.6 0.5 0.31
H -1.875961 3.352550 5.513705 1.7 0.5 -0.3 0.35
H -1.522459 1.724533 7.145737 0.7 0.3 0.5 0.34
H 0.721128 5.837128 1.710617 0.2 -0.6 0.3 0.35
H -1.413091 3.968859 -0.491770 0.4 1.0 0.4 0.36
H 3.222879 4.318556 -1.597523 -0.2 -1.8 0.1 0.40
H 3.686113 2.926013 -0.492509 -1.0 0.1 -1.5 0.32
H 3.721532 2.711888 -2.363902 -1.1 0.3 1.2 0.33
H -0.226166 2.641393 -3.461630 1.3 -1.0 1.1 0.40
H 1.482692 2.109695 -3.840876 -1.1 0.0 1.4 0.42
H 0.359869 0.929377 -2.993927 0.2 1.6 0.2 -0.08
O 5.465868 -2.681159 -0.792736 0.7 4.2 0.8 -0.71
V 5.770429 -1.015701 -0.420296 -0.2 -0.1 0.1 1.61
O 6.073727 0.651794 -0.052183 -0.8 -4.0 -1.0 -0.72
```
Positions in Å, forces in eV/Å.